{
  "formula": "C70H181N11O28",
  "method": "ωB97M-V/def2-TZVPD",
  "species": ["C", "C", "O", "O", "H", "H", "H", "H", "H", "H", "C", "C", "O", "O", "H", "H", "H", "H", "H", "H", "C", "C", "O", "O", "H", "H", "H", "H", "H", "H", "C", "C", "O", "O", "H", "H", "H", "H", "H", "H", "C", "C", "C", "O", "C", "N", "H", "H", "H", "H", "H", "H", "H", "H", "H", "H", "H", "C", "C", "C", "O", "C", "N", "H", "H", "H", "H", "H", "H", "H", "H", "H", "H", "H", "C", "O", "C", "C", "N", "C", "C", "O", "C", "H", "H", "H", "H", "H", "H", "H", "H", "H", "H", "H", "H", "H", "H", "H", "C", "O", "C", "C", "N", "C", "C", "O", "C", "H", "H", "H", "H", "H", "H", "H", "H", "H", "H", "H", "H", "H", "H", "H", "C", "O", "C", "C", "N", "C", "C", "O", "C", "H", "H", "H", "H", "H", "H", "H", "H", "H", "H", "H", "H", "H", "H", "H", "C", "O", "C", "C", "N", "C", "C", "O", "C", "H", "H", "H", "H", "H", "H", "H", "H", "H", "H", "H", "H", "H", "H", "H", "C", "O", "C", "C", "N", "C", "C", "O", "C", "H", "H", "H", "H", "H", "H", "H", "H", "H", "H", "H", "H", "H", "H", "H", "C", "O", "C", "C", "N", "C", "C", "O", "C", "H", "H", "H", "H", "H", "H", "H", "H", "H", "H", "H", "H", "H", "H", "H", "C", "O", "C", "C", "N", "C", "C", "O", "C", "H", "H", "H", "H", "H", "H", "H", "H", "H", "H", "H", "H", "H", "H", "H", "C", "O", "C", "C", "N", "C", "C", "O", "C", "H", "H", "H", "H", "H", "H", "H", "H", "H", "H", "H", "H", "H", "H", "H", "C", "O", "C", "C", "N", "C", "C", "O", "C", "H", "H", "H", "H", "H", "H", "H", "H", "H", "H", "H", "H", "H", "H", "H"],
  "positions_angstrom": [[4.668227, -2.109814, 2.057204], [3.236855, -1.967173, 1.515447], [3.314568, -1.650520, 0.130512], [5.280882, -0.878853, 2.203230], [5.216174, -2.761931, 1.365969], [4.662022, -2.486349, 3.076383], [2.806315, -1.144274, 2.056261], [2.603251, -2.833188, 1.761299], [2.522530, -1.209723, -0.161006], [5.328825, -0.427254, 1.355112], [5.157378, 3.546053, 3.294779], [5.692959, 2.284525, 2.784208], [5.222659, 2.090000, 1.478602], [5.357760, 4.600764, 2.333067], [5.748314, 3.861531, 4.210676], [4.116261, 3.652855, 3.523499], [5.452934, 1.500805, 3.482571], [6.830625, 2.344044, 2.761463], [5.215898, 2.985994, 1.082048], [4.525527, 5.063309, 2.245005], [-2.235069, 2.577838, -1.209071], [-3.477278, 1.776437, -1.260022], [-4.043436, 1.846828, 0.129777], [-1.468502, 2.443874, -2.395107], [-1.731325, 2.189475, -0.313335], [-2.447231, 3.644771, -1.070681], [-3.185762, 0.797178, -1.480919], [-4.199428, 2.106211, -2.059702], [-3.437444, 1.344118, 0.638015], [-1.424040, 3.311149, -2.839887], [0.430606, 4.843951, -4.031352], [0.841980, 5.366534, -2.718626], [0.375292, 4.612281, -1.590699], [-0.979066, 4.673303, -4.130110], [0.891270, 3.862420, -4.214268], [0.845630, 5.574124, -4.769548], [0.293437, 6.313184, -2.694525], [1.921303, 5.508988, -2.748749], [0.374186, 3.664100, -1.781687], [-1.373740, 5.329826, -3.578688], [-5.228376, -1.259188, -2.043275], [-6.412705, -2.192993, -2.175409], [-6.061036, -3.603262, -1.731959], [-4.971754, -4.042591, -2.525670], [-4.586365, -5.322213, -2.056351], [-7.595002, -1.771983, -1.404910], [-4.893847, -1.353341, -1.014355], [-5.485556, -0.164139, -2.218841], [-4.414050, -1.572485, -2.674547], [-6.696272, -2.271280, -3.220430], [-6.933037, -4.295631, -1.896843], [-5.796568, -3.718642, -0.657282], [-4.305383, -5.255322, -1.019052], [-3.705197, -5.718187, -2.520599], [-5.397888, -6.043056, -2.065499], [-8.038968, -0.960718, -1.797348], [-7.401513, -1.324864, -0.536029], [-2.721826, -2.106397, 2.468083], [-3.060102, -0.633307, 2.080216], [-3.215703, 0.084077, 3.397718], [-4.282604, -0.424931, 4.144946], [-4.319505, 0.266563, 5.372530], [-1.997734, 0.078239, 1.285217], [-1.952395, -2.142464, 3.266438], [-2.394181, -2.576516, 1.494073], [-3.638247, -2.627631, 2.790466], [-4.031297, -0.631063, 1.544947], [-3.324448, 1.199578, 3.290197], [-2.250423, -0.073582, 3.996310], [-3.357589, 0.354129, 5.820390], [-4.907180, -0.289889, 6.041161], [-4.742773, 1.263282, 5.279274], [-1.179083, -0.088549, 1.755862], [-1.867361, -0.342769, 0.352845], [5.402065, 5.769653, -2.092239], [5.070666, 4.502951, -2.582139], [4.453104, 3.735772, -1.541558], [4.232705, 2.275167, -2.023766], [3.283615, 2.355715, -3.150628], [3.002789, 1.004047, -3.763893], [1.860112, 1.041125, -4.701174], [2.321135, 1.478487, -5.963836], [1.431888, 2.074900, -6.776367], [6.233985, 5.638977, -1.364847], [4.642652, 6.351177, -1.587781], [5.699727, 6.406161, -2.935312], [3.485332, 4.236567, -1.334879], [5.092218, 3.753873, -0.651329], [3.763961, 1.673719, -1.240082], [5.247726, 1.881875, -2.338681], [3.570662, 2.951094, -3.907874], [2.950716, 0.264042, -2.926894], [3.885927, 0.595119, -4.336353], [1.140668, 1.802829, -4.311452], [1.364520, 0.027050, -4.796939], [0.451531, 1.612363, -6.817354], [1.858994, 2.237487, -7.787564], [1.244490, 3.048133, -6.429773], [-1.783817, 3.740278, 3.583321], [-1.488670, 5.018938, 3.835174], [-1.755193, 5.479975, 5.189753], [-3.215313, 5.672508, 5.366091], [-3.792732, 6.667303, 4.527564], [-5.223983, 6.591172, 4.479867], [-5.765599, 7.523637, 3.422733], [-5.248377, 6.908462, 2.174917], [-5.808391, 7.524016, 1.035122], [-2.841089, 3.582967, 3.495721], [-1.384047, 3.033927, 4.339865], [-1.380275, 3.480643, 2.618548], [-1.091904, 6.283802, 5.290724], [-1.473864, 4.648968, 5.883144], [-3.297108, 5.991258, 6.424711], [-3.779965, 4.737643, 5.261816], [-3.458269, 6.648786, 3.567397], [-5.687573, 6.806050, 5.430731], [-5.566436, 5.582311, 4.035278], [-5.337247, 8.525303, 3.454652], [-6.833472, 7.534519, 3.248294], [-5.529895, 6.851198, 0.198113], [-5.402606, 8.521949, 0.790851], [-6.869546, 7.656529, 1.109507], [-1.370054, -7.772888, -3.142056], [-2.326669, -7.921683, -2.181990], [-1.824922, -8.088597, -0.849221], [-2.916907, -8.488927, 0.101211], [-2.695367, -8.257636, 1.497697], [-3.976816, -8.449737, 2.132949], [-3.904155, -8.556490, 3.630563], [-3.135606, -9.681610, 3.995996], [-2.456966, -9.718235, 5.286469], [-0.708566, -6.926532, -2.927716], [-1.916233, -7.611852, -4.050671], [-0.781238, -8.674523, -3.299626], [-1.583524, -7.084518, -0.489416], [-1.000313, -8.789769, -0.815047], [-3.124233, -9.583236, -0.070319], [-3.838513, -7.973003, -0.241445], [-2.066238, -8.917485, 1.880081], [-4.500893, -9.360077, 1.828861], [-4.589775, -7.509922, 2.009807], [-4.879122, -8.562127, 4.081063], [-3.330545, -7.657056, 4.009223], [-1.790147, -10.566265, 5.267087], [-3.121995, -9.915779, 6.152855], [-1.922985, -8.756333, 5.539966], [1.522284, 5.770581, 3.033113], [2.559329, 5.407932, 2.159260], [2.463945, 6.080412, 0.929456], [2.770810, 7.550211, 1.005878], [4.175424, 7.714886, 1.308394], [4.455885, 9.154298, 1.512795], [5.929467, 9.333621, 1.718439], [6.394741, 8.658354, 2.859341], [7.790438, 8.510222, 3.052723], [0.525714, 5.476141, 2.657665], [1.565116, 6.789191, 3.319881], [1.635699, 5.126926, 3.890099], [1.500938, 6.002420, 0.436278], [3.239811, 5.636819, 0.326353], [2.069125, 8.036436, 1.649948], [2.620786, 7.925187, -0.005841], [4.529774, 7.252944, 2.156817], [3.886180, 9.521785, 2.365465], [4.197252, 9.649451, 0.583219], [6.348929, 10.363892, 1.803969], [6.406322, 8.853459, 0.865883], [8.282153, 9.488790, 3.292181], [8.245125, 8.004032, 2.218352], [7.884818, 7.802027, 3.876148], [-2.566144, -0.608199, -4.927162], [-3.955317, -0.333409, -5.060031], [-4.483617, -1.414588, -5.840407], [-5.561847, -0.830372, -6.653636], [-5.166803, 0.329809, -7.353356], [-6.181529, 0.886993, -8.312870], [-7.552377, 0.973081, -7.665355], [-8.608956, 1.580757, -8.445145], [-8.529025, 2.987688, -8.520438], [-1.970415, -0.556195, -5.908028], [-2.384007, -1.608346, -4.579419], [-2.165925, 0.204331, -4.313030], [-4.742332, -2.200696, -5.122435], [-3.669403, -1.827115, -6.446722], [-6.319373, -0.544728, -5.878990], [-5.969445, -1.695369, -7.230532], [-4.879275, 1.040996, -6.733795], [-6.146489, 0.186119, -9.127799], [-5.858837, 1.853855, -8.699495], [-7.429482, 1.494671, -6.721906], [-7.848036, -0.023906, -7.396408], [-7.809150, 3.318511, -7.774431], [-9.603680, 3.409003, -8.389571], [-8.252167, 3.328420, -9.513185], [2.204906, 3.153210, 6.286344], [3.264101, 2.224239, 6.335083], [3.414590, 1.456081, 7.528469], [4.819926, 0.888213, 7.499349], [5.324526, 0.553056, 8.790509], [4.594917, -0.547942, 9.421309], [4.891425, -0.600064, 10.966134], [4.004665, -1.529213, 11.533451], [4.153089, -1.736495, 12.950585], [2.121548, 3.596896, 5.323228], [2.448816, 3.968913, 7.003236], [1.243247, 2.743208, 6.572143], [2.725148, 0.605939, 7.528518], [3.180401, 1.980779, 8.513113], [5.513089, 1.604571, 7.159921], [4.836156, 0.008677, 6.864336], [6.288954, 0.358146, 8.676804], [4.744871, -1.466171, 8.888403], [3.563148, -0.263068, 9.257073], [4.790119, 0.413451, 11.486726], [5.933296, -0.957067, 11.098238], [3.762398, -0.840946, 13.449481], [5.196393, -2.020709, 13.167829], [3.487552, -2.570928, 13.169173], [0.073191, -4.437380, 3.048039], [1.019142, -5.166961, 2.316461], [1.125115, -4.761361, 0.943804], [2.299739, -5.345379, 0.252667], [1.974322, -6.715274, -0.125717], [3.056329, -7.204437, -1.002608], [2.905478, -8.626418, -1.434860], [4.063820, -9.119363, -2.193838], [4.973019, -9.903779, -1.344982], [0.199989, -3.370278, 2.984218], [0.232220, -4.700273, 4.116330], [-0.962758, -4.710096, 2.812874], [1.037593, -3.646696, 0.789198], [0.150075, -5.107997, 0.516101], [3.223887, -5.403025, 0.845816], [2.505019, -4.707639, -0.654615], [1.080498, -6.737277, -0.612074], [3.962431, -6.994202, -0.461650], [3.152982, -6.555690, -1.873945], [2.011858, -8.683104, -2.056189], [2.689111, -9.252288, -0.509229], [4.528629, -10.803694, -0.910223], [5.342292, -9.343809, -0.480967], [5.789710, -10.229668, -1.979079], [-1.897506, -3.434986, -1.285883], [-1.246240, -2.241736, -1.063691], [-0.227078, -1.999989, -2.041709], [0.248153, -0.600004, -2.036642], [0.861258, -0.289475, -0.730925], [0.875183, 1.148189, -0.469876], [1.670379, 1.573126, 0.671377], [1.101393, 1.072443, 1.960686], [1.703077, 1.506961, 3.207318], [-1.296670, -4.296645, -1.546588], [-2.636994, -3.291742, -2.079108], [-2.509534, -3.665731, -0.384751], [-0.608596, -2.256667, -2.999699], [0.590540, -2.722583, -1.973155], [-0.560680, 0.138208, -2.180756], [0.937728, -0.555389, -2.875885], [0.462254, -0.843225, -0.027989], [-0.140019, 1.564081, -0.371829], [1.309064, 1.563293, -1.375333], [1.645765, 2.656057, 0.769876], [2.769781, 1.288188, 0.621256], [1.808884, 2.593946, 3.131300], [2.674583, 1.043459, 3.477561], [0.972280, 1.306465, 3.980756], [-0.840934, -3.844249, -9.148840], [-0.322805, -3.230245, -7.920659], [0.006715, -1.851293, -8.130601], [0.631630, -1.394715, -6.792299], [1.835260, -2.191368, -6.493798], [1.544765, -3.466293, -5.818870], [2.645550, -3.847021, -4.832444], [2.758359, -2.894461, -3.761297], [4.069927, -2.759031, -3.266500], [-0.287767, -3.550889, -9.997923], [-1.867230, -3.500186, -9.213501], [-0.871508, -4.959811, -8.997410], [-0.861633, -1.258017, -8.286688], [0.786956, -1.828545, -8.939732], [-0.052231, -1.306502, -5.920826], [0.884616, -0.352475, -7.030900], [2.377937, -1.660378, -5.811115], [1.441367, -4.255842, -6.576616], [0.571411, -3.359338, -5.223109], [3.558559, -3.871092, -5.394500], [2.458989, -4.825026, -4.328239], [3.958537, -1.964569, -2.511747], [4.760671, -2.532171, -4.073271], [4.339024, -3.703157, -2.769000]],
  "forces_ev_per_angstrom": [[-1.0888, -0.5425, -0.3899], [0.4992, 0.0304, 0.3132], [1.0663, -0.9521, 0.4783], [0.7305, 1.1565, -0.0434], [0.1094, -0.1711, 0.2356], [-0.1685, -0.6250, -0.0693], [-0.3865, 0.6613, 0.3169], [0.4202, -0.1042, -0.3676], [-0.9732, 0.6188, -0.3528], [-0.0941, 0.1507, -0.1210], [1.0585, 3.1655, 1.6142], [1.7924, 0.0388, -0.3978], [-0.4235, -0.3999, -0.6913], [0.8171, -0.3372, -0.4201], [-0.7294, -0.5551, -0.6631], [-0.7679, -1.0379, 0.3892], [-0.3734, -0.7067, -0.1985], [-1.1179, 0.0156, 0.0932], [0.0551, -0.5340, 0.3661], [-0.4689, 0.1537, -0.0200], [0.2219, 1.2072, -0.0203], [-1.7884, 1.3288, 1.3527], [-1.1044, 0.8158, -3.2293], [0.3776, -0.0487, -0.1352], [0.3036, 0.4359, -0.3203], [-0.0682, -0.1796, 0.3688], [0.1667, -1.8788, -0.3876], [0.4070, -0.1782, 1.1947], [1.2629, -0.8203, 1.0600], [-0.0591, -0.5200, -0.0832], [0.5496, -0.7465, -1.1647], [-0.7985, -0.0108, 0.8487], [0.3280, 0.4593, -0.3340], [0.5409, -0.6668, -0.5956], [-0.1928, 0.2444, -0.1016], [-0.5110, -0.5645, 0.1207], [0.5079, 0.4212, 0.6893], [0.1555, 0.1335, 0.3619], [0.1383, 0.0112, -0.1704], [-0.6090, 0.9137, 0.5113], [-0.3937, 1.1228, 0.3541], [-0.3900, 0.2757, 0.6620], [-0.4999, -0.7139, -0.3051], [0.1108, -0.7189, 0.1827], [-0.0174, 0.2439, 0.4501], [-0.5919, 0.0612, -0.4813], [0.2693, 0.2262, 0.3428], [0.2535, -1.4592, 0.0158], [0.3095, 0.0942, -0.3549], [-0.2560, 0.0312, -0.2025], [0.5117, 0.6556, 0.1061], [-0.0896, 0.5309, -0.3189], [0.1380, 0.1928, 0.8713], [0.2237, -0.0003, -0.8932], [-0.2783, -0.1896, -0.4651], [-0.3474, 0.0353, -1.2101], [1.0701, -0.4248, 1.2436], [-0.1595, 0.0769, -1.7945], [0.1433, -0.6504, 0.1613], [1.1722, 1.4033, 0.4125], [0.1656, 0.1084, 0.1596], [-0.4666, 0.1672, -0.6282], [-3.2695, -0.5059, -1.1033], [-0.3247, -0.1110, -0.6321], [0.0451, 0.0663, 1.2749], [0.4403, 0.2106, 0.0749], [0.5819, 0.1865, 0.0691], [0.0195, -0.7842, -0.1769], [-0.8612, 0.2603, -0.6785], [1.1196, 0.0729, 0.2495], [-1.0139, -0.7640, 0.8443], [-0.0903, 0.2775, -0.2175], [2.8029, -0.0291, 1.3660], [-0.3097, -0.1140, 0.5936], [1.5718, 0.4480, -0.0483], [-0.7604, -0.5545, 0.2455], [-0.3441, -0.4429, -0.4815], [0.5833, 1.6844, -1.2469], [-0.7442, -2.0695, -0.1542], [2.3956, -0.1509, 1.2322], [-1.6233, -0.0155, -0.1159], [2.2194, -1.6085, 1.0136], [-0.9728, 0.9096, -1.7921], [-0.2535, 0.4426, -0.3680], [-0.8571, -0.3103, 0.3190], [0.2772, -0.3624, 0.1322], [0.2505, -0.5160, 0.2394], [-0.0341, 0.0808, -0.0254], [0.3556, 0.0124, -0.0461], [-0.9809, 0.0608, 0.4879], [0.5798, 0.4180, 0.0753], [-0.6571, 0.6097, -0.5357], [-0.4973, 0.5464, 0.2980], [0.0173, -0.7669, -0.1683], [0.3709, 1.1065, 0.1179], [-0.2215, -0.4996, -0.2633], [-0.2104, -0.6145, 0.4760], [-0.5035, 1.8145, 0.5970], [-0.2998, -2.3799, -0.2188], [1.1109, 2.9816, 1.1745], [-0.1672, -3.2646, -1.5418], [-0.3495, 0.6814, 1.2975], [-0.0207, 1.1139, -0.4876], [-1.1232, -0.9011, -1.4742], [1.4455, -0.7484, -2.0430], [-0.5746, 1.0284, 0.6513], [1.4065, -0.4506, -0.8470], [-0.9509, -0.3322, 0.0868], [-0.0359, 0.1499, -0.1501], [0.3533, -0.2447, -0.4041], [0.4247, 1.5394, 0.5122], [0.1522, 0.5819, -0.2650], [-0.4067, -0.1564, -0.2352], [0.3376, -0.3671, 0.1287], [0.2162, -0.3122, 0.2528], [-0.0520, -0.1891, 0.4695], [0.2694, 0.8574, 1.2236], [-0.1871, 0.2130, 0.3396], [-0.4323, 0.0923, 0.7992], [-0.4778, 0.4583, 0.3075], [0.1885, -0.1828, 0.3685], [-0.8418, -0.2530, 0.0536], [0.7513, 0.0932, -0.5970], [-1.3235, -0.8838, 1.9979], [-0.3454, 1.4062, -0.0589], [-1.1235, -1.8954, -1.6789], [-0.8292, 1.0560, -0.2050], [-0.9335, 0.9976, 1.3701], [2.4164, 1.3869, 1.0907], [0.7748, -0.9180, 0.9397], [-0.9409, 1.0730, -0.0968], [0.1603, 0.0918, -0.1326], [-0.0576, 0.3662, -0.6736], [0.3495, -0.2290, 0.1593], [0.9628, 0.0850, -0.0311], [0.4719, -0.0009, -0.0897], [-0.1039, 0.6421, -0.0055], [0.4738, -0.0706, 0.3620], [0.8643, -0.7786, 0.3564], [-0.2176, 0.0909, -0.6321], [0.2496, -1.1176, -0.4812], [-0.6621, -0.0983, 0.2103], [-0.7382, -0.4845, -0.2412], [0.4024, -0.0004, -0.3127], [-0.2050, 0.1970, -0.6254], [-0.3398, -0.8838, -0.6267], [-0.7396, -1.8234, 0.0490], [-0.0634, -0.0050, -0.0986], [0.2475, 0.4079, -0.5136], [0.9774, -1.2078, -0.4781], [0.6350, 1.3084, 0.6712], [0.3935, -0.8935, 0.2012], [2.0602, 0.3546, -0.0859], [-0.7041, -0.6562, 1.0494], [-0.6431, 0.4534, 0.3366], [0.3473, 0.5198, -0.2669], [-0.0728, 1.0903, 0.3210], [0.1947, 0.0529, 0.6151], [-0.4460, -0.6938, 0.1107], [0.0887, -0.2523, -0.4816], [-0.4276, 0.6953, 0.6953], [-0.1418, 0.2602, -0.1105], [-0.6712, -0.0705, -0.4543], [-0.1921, 0.4366, 0.0095], [-0.2466, 0.4250, 0.0132], [-0.9004, -0.1576, -0.4211], [0.1912, 0.0947, -0.5029], [-0.2535, -0.7651, -0.2670], [0.3642, 0.1193, -0.7251], [0.0802, 0.3440, 0.2272], [0.6714, 1.7834, -1.0487], [1.2728, -0.8218, -0.4846], [1.4827, 0.2916, 0.7621], [-2.2427, -1.2180, 1.5808], [-0.2526, 0.6833, -2.7195], [0.7749, -0.7172, 0.7276], [-0.3810, 0.5700, -0.5792], [0.7822, -0.8745, 0.3562], [-1.8494, 0.1818, 0.0588], [-1.2048, 0.0998, 0.8609], [0.0896, -0.4841, 0.7622], [0.1666, -0.4775, 0.3544], [-0.6385, -0.1287, -0.3212], [-0.1247, 0.1042, -0.3122], [-0.1226, -0.5210, -0.4690], [0.0224, 1.0681, -0.2753], [0.4266, 0.5920, 0.9492], [-0.4747, -0.1685, -0.6659], [0.1966, 0.0082, 0.1858], [-0.1105, 0.4450, 0.3559], [-0.6069, -0.3959, -0.1494], [-0.2320, 0.6284, 0.0715], [1.8333, -0.5568, 0.2930], [0.4543, -0.0465, -0.2111], [0.6509, 0.4186, 1.9780], [-0.0091, -0.2398, -0.0562], [-0.5682, 0.1910, 0.4575], [-0.4708, -0.3329, 0.3729], [-0.5936, -0.1045, 1.4404], [0.1499, 1.8299, 1.1495], [0.0711, 0.2583, -0.5222], [-0.1579, -0.4128, 0.3455], [-0.3175, 0.0795, -1.4573], [0.1854, 0.0308, -0.9161], [-0.3564, -0.2139, -0.2854], [-0.3027, -0.3621, 0.0393], [-0.3579, 0.1016, -0.2613], [0.5604, 0.0605, -1.2719], [0.5215, 1.0478, -1.0534], [-0.0651, -0.1761, -0.7028], [0.9903, -0.3612, 0.2212], [0.2445, -1.0028, 0.0985], [-0.4375, -0.3151, 0.4594], [0.1072, -1.0311, -0.9819], [-0.1893, 0.2693, 0.0814], [0.5600, -0.1321, 0.3498], [-0.3470, 0.3803, 0.3033], [0.1327, 0.0062, 0.1689], [-0.0768, -0.8968, 1.2437], [0.9186, 0.6150, -0.5059], [-2.3784, 0.9446, 0.8401], [-0.0679, -0.2652, -1.0094], [0.7096, -0.6743, -0.6069], [-0.3270, 1.0758, 0.1910], [0.4191, -1.3133, 0.7741], [-0.4453, -0.4997, 1.9515], [-0.7620, 0.5787, -0.4479], [0.1136, 0.6474, -0.3662], [-0.0953, 0.0668, -0.6015], [0.0273, 0.0628, -0.2864], [0.4636, -0.7874, 0.5805], [0.6981, -0.0304, -0.4458], [-0.4024, 0.4159, 0.1142], [0.0145, -0.3480, 0.6129], [0.1455, 0.0572, 0.0150], [0.6495, -0.4680, 0.3743], [-0.0784, 0.0732, -0.5103], [0.1079, -0.2916, -0.3376], [0.4471, 0.4531, -1.1012], [-0.4963, 0.0250, -0.3253], [0.0884, 0.3437, -0.2698], [0.1290, 0.2098, -0.0824], [-2.2491, -0.4053, 0.3394], [1.5842, 0.9557, 0.2200], [-0.5364, -0.9419, 0.2577], [-0.3247, 0.5019, 1.1531], [1.4155, 0.6308, -1.5381], [-1.0959, -0.8936, -0.7651], [2.0808, 0.1168, 3.4148], [0.4077, -0.4591, -0.7478], [-0.0533, 0.4069, -1.4635], [0.6622, -0.1585, 0.0998], [-0.0010, -0.1827, -0.2585], [0.5636, -0.0149, -0.4285], [-0.7753, 0.0813, -1.2260], [0.3411, 0.0539, 0.6966], [-0.0043, -0.4303, -0.4314], [0.3096, 0.3737, 0.1825], [-0.9728, -0.5458, 1.2382], [0.3370, -0.2440, -0.0416], [0.1704, 0.4889, -0.1101], [0.0389, 0.3803, -0.2477], [-1.2183, 0.0231, 0.0367], [0.2978, 0.0679, 0.2226], [-0.4498, 0.0937, -0.4778], [-0.1328, -0.2154, 0.1273], [-0.7731, -0.6039, 2.9022], [-0.4367, -0.4535, -1.6733], [1.4766, -1.7928, 1.7416], [0.5679, 0.3315, -1.1631], [-0.0497, 0.4713, 0.7199], [-1.1285, 0.1798, 0.9835], [-0.6645, -0.0330, 0.8355], [-0.7542, 0.1789, -1.2243], [-0.8737, -0.2084, 0.8347], [0.7980, 0.2061, -1.0105], [-0.3303, -0.0019, -0.5074], [0.3032, 1.1746, -0.2008], [-0.9061, 0.5672, -0.7533], [-0.7690, 0.5268, 0.6037], [-0.0950, -0.5782, -0.5989], [0.5467, -0.3084, 0.3358], [0.0020, 0.0597, -0.2830], [-0.1457, 0.1481, 0.4569], [0.9329, -0.4088, -0.7719], [0.8553, -0.1862, -0.1990], [0.0675, 0.3237, -0.7823], [0.6725, -0.2743, -0.2405], [0.3109, 0.2077, 0.0196], [0.3783, 0.2454, -0.0057]],
  "gap_ev": 8.92,
  "relative_energy_ev": 2.216,
  "lumo_energy_ev": 0.40,
  "energy_ha": -5484.001164,
  "homo_ev": -8.525
}